The following is a quantum chemistry calculation of a 2-piece molecular cluster, H2P4 overall in a non-equilibrium geometry, from the OMol25 dataset.

Structure (XYZ):
```
6
Properties=species:S:1:pos:R:3:forces:R:3
P 1.02009 -1.56034 0.31028 -0.39 -0.19 -0.04
P -0.40524 -0.66573 1.46237 0.15 -0.31 0.62
P 0.59006 -0.06925 -1.27023 1.07 0.00 0.03
P -0.41282 1.10905 0.23880 -3.61 -0.39 0.27
H 1.77566 0.61549 -0.79811 -0.15 0.05 -0.86
H -2.56774 0.57076 0.05689 2.93 0.84 -0.03
```
Forces are in eV/Å.

E_LUMO (alpha / beta) in eV: -1.5 / -1.5
E_HOMO (alpha / beta) in eV: -8.73 / -8.73
Energy above the lowest of the compared OMol25 structures with the same formula, charge and spin in kcal/mol: 63.1

The following is a quantum chemistry calculation of a single H2S molecule in a non-equilibrium geometry, from the OMol25 dataset.

Structure (XYZ):
```
3
Properties=species:S:1:pos:R:3:forces:R:3
S 0.00000 0.66838 0.00000 1.43 0.47 0.00
H 0.84545 -0.37983 0.00000 0.57 0.54 0.00
H -0.84545 -0.28855 0.00000 -2.00 -1.01 0.00
```
Forces are in eV/Å.

SMILES: S
E_LUMO in eV: 1.0
E_HOMO in eV: -9.83
Energy above the lowest of the compared OMol25 structures with the same formula, charge and spin in kcal/mol: 3.9

The following is a quantum chemistry calculation of a 2-piece molecular cluster, H2S2 overall in a non-equilibrium geometry, from the OMol25 dataset.

Structure (XYZ):
```
4
Properties=species:S:1:pos:R:3:forces:R:3
S 1.02372 0.25258 -1.08337 -2.43 -1.97 1.28
S -1.22608 -0.00610 0.86867 2.37 0.62 -1.45
H 0.78448 -1.09233 -1.50913 0.29 1.77 0.62
H -0.58212 0.84585 1.72383 -0.23 -0.42 -0.45
```
Forces are in eV/Å.

E_LUMO in eV: -3.1
E_HOMO in eV: -9.76
Energy above the lowest of the compared OMol25 structures with the same formula, charge and spin in kcal/mol: 59.5

The following is a quantum chemistry calculation of a 12-piece molecular cluster, H30N4O11S overall in a non-equilibrium geometry, from the OMol25 dataset.

Structure (XYZ):
```
46
Properties=species:S:1:pos:R:3:forces:R:3
N -0.34991 -0.17126 3.32037 -0.82 -0.76 2.00
H 0.09302 0.11825 2.46008 0.52 0.29 -1.58
H 0.18651 -0.08334 4.17162 0.41 0.26 0.31
H -0.55772 -1.15767 3.25796 -0.41 -0.71 -0.41
H -1.21841 0.32304 3.46693 -0.57 0.11 -0.07
N -0.56163 0.49398 -3.46173 -0.68 -0.05 -1.35
H -0.56526 -0.50287 -3.62413 0.72 -0.58 -0.07
H -1.46993 0.78476 -3.79422 -0.38 0.53 -0.43
H 0.18671 0.98800 -3.92652 0.13 -0.22 -0.55
H -0.54357 0.67659 -2.46854 0.18 -0.17 1.20
N -1.47139 3.10330 -0.19050 -1.85 1.26 0.87
H -1.70012 3.81644 -0.86815 0.50 0.47 -0.46
H -1.05817 2.25814 -0.55798 1.23 -1.16 -0.57
H -2.38460 2.77484 0.08925 -0.69 -0.21 0.26
H -1.07016 3.49220 0.65085 0.64 0.19 -0.08
N 2.44639 1.32552 2.45061 0.48 0.17 0.91
H 2.54993 0.61514 3.16105 0.42 -0.05 0.57
H 1.78285 0.96191 1.78158 -0.58 -0.58 -1.85
H 3.34854 1.51396 2.03744 0.41 0.03 -0.21
H 2.01496 2.17205 2.79320 0.31 0.36 0.52
S -0.13200 -0.20026 -0.14202 2.09 -5.61 -2.20
O -0.96676 0.68954 -0.96342 -1.31 2.02 1.35
O 0.55216 0.44636 0.95558 0.47 2.78 1.97
O -0.74515 -1.38801 0.45870 -0.91 1.67 0.08
O 0.80111 -0.69660 -1.13187 0.95 -0.11 -0.10
O -0.67381 -4.03492 0.33842 -0.08 -0.51 0.20
H -0.72922 -3.08808 0.46746 -0.07 0.23 -0.09
H -0.17375 -4.35084 1.09099 0.06 -0.40 0.14
O 1.81244 2.93162 0.08619 -0.48 -0.11 0.41
H 2.70743 2.61427 -0.03426 0.37 -0.05 -0.62
H 1.87927 3.57673 0.79018 0.17 0.62 -0.08
O -3.11319 -1.77409 1.35042 -0.59 0.29 0.76
H -2.23114 -1.59813 1.02292 0.07 -0.08 -0.29
H -3.60466 -2.05357 0.57804 -0.30 -0.16 -0.10
O -3.49440 0.62738 -1.22187 -0.69 0.43 -0.44
H -3.75922 1.15881 -0.47108 -0.57 -0.21 0.22
H -2.53791 0.62069 -1.18573 0.09 -0.41 0.21
O 2.82171 -2.40119 0.42703 0.19 0.44 0.69
H 2.53622 -3.30478 0.56216 0.04 -0.36 -0.16
H 2.03513 -1.94261 0.13168 -0.25 -0.01 -0.60
O 2.56232 0.34478 -2.79904 0.40 0.50 -0.54
H 1.94519 -0.11804 -2.23231 -0.18 -0.43 0.54
H 2.03026 1.00285 -3.24635 0.39 0.31 -0.14
O 0.50837 -3.74205 -2.08089 0.41 0.14 -0.84
H 0.05222 -3.99397 -1.27796 -0.30 -0.29 0.53
H 0.25916 -2.82869 -2.22199 0.10 0.14 0.07
```
Forces are in eV/Å.

E_LUMO in eV: -7.3
Net charge: +2
E_HOMO in eV: -14.49